[1]
{
  "formula": "C27H23Br2N5OV",
  "method": "the ωB97M-V functional and the def2-TZVPD basis",
  "symbols": ["V", "C", "C", "C", "C", "C", "C", "N", "C", "C", "C", "C", "C", "N", "C", "C", "C", "C", "C", "C", "N", "H", "H", "H", "H", "H", "H", "H", "H", "H", "H", "H", "H", "H", "H", "H", "Br", "C", "C", "C", "N", "C", "C", "C", "C", "C", "Br", "C", "C", "N", "H", "H", "H", "H", "H", "H", "O", "H", "H"],
  "xyz": [[-0.309669, -0.135299, 0.164218], [0.673966, 3.325185, -0.805835], [-0.394440, 3.224115, 0.240483], [-1.055597, 4.388996, 0.663470], [-2.003538, 4.339706, 1.653102], [-2.227547, 3.121152, 2.313610], [-1.532234, 2.028726, 1.887866], [-0.683786, 2.040742, 0.800631], [-1.376198, 0.787858, 2.659225], [-1.798303, 0.434203, 3.920039], [-1.238177, -0.693469, 4.521457], [-0.190233, -1.409560, 3.918337], [0.205715, -1.021953, 2.667639], [-0.480651, -0.020103, 2.039281], [1.418795, -1.393840, 1.902153], [2.364918, -2.273274, 2.333624], [3.545583, -2.389143, 1.582891], [3.705456, -1.631613, 0.446408], [2.689025, -0.781142, 0.003594], [2.849250, 0.021678, -1.246694], [1.559798, -0.670719, 0.733209], [1.501657, 3.912934, -0.402167], [1.066036, 2.355518, -1.096587], [0.319397, 3.852683, -1.692267], [-0.793396, 5.330931, 0.196883], [-2.529777, 5.234265, 1.962729], [-2.892859, 3.066158, 3.165722], [-2.513284, 1.044054, 4.457196], [-1.560391, -0.974481, 5.517859], [0.320801, -2.194856, 4.459133], [2.237162, -2.828594, 3.253460], [4.333759, -3.056024, 1.912008], [4.623665, -1.679790, -0.126156], [3.620087, 0.781483, -1.096343], [3.182836, -0.612626, -2.069053], [1.935358, 0.534164, -1.540762], [0.992058, -5.546346, -3.202610], [0.440644, -4.108555, -2.244601], [0.055635, -4.250049, -0.906117], [-0.309348, -3.136440, -0.199204], [-0.348881, -1.901966, -0.767995], [-0.060298, -1.778531, -2.096274], [0.366301, -2.841145, -2.844893], [-0.394116, -0.441124, -2.634592], [-0.533748, -0.195556, -3.968435], [-1.102294, 1.015400, -4.397897], [-1.277776, 1.365578, -6.161811], [-1.576455, 1.907883, -3.429758], [-1.390968, 1.619767, -2.109720], [-0.752634, 0.490376, -1.674731], [0.046974, -5.220823, -0.428460], [-0.585368, -3.208619, 0.845094], [0.609484, -2.727150, -3.892554], [-0.258382, -0.943804, -4.698090], [-2.090617, 2.816812, -3.714101], [-1.754083, 2.293374, -1.353118], [-2.503543, -0.368530, 0.229271], [-3.176432, 0.319062, 0.122282], [-2.969331, -1.217681, 0.227931]],
  "atomic_forces_ev_per_a": [[-0.62, 1.22, -0.49], [-0.04, 0.05, 0.10], [0.16, -0.15, -0.02], [0.08, 0.11, -0.07], [-0.10, -0.01, 0.11], [-0.09, 0.27, 0.01], [0.21, -0.38, -0.10], [-0.15, -0.15, -0.12], [0.42, -0.22, -0.29], [-0.17, 0.07, 0.17], [0.10, -0.08, 0.01], [-0.20, 0.03, 0.33], [0.00, 0.39, -0.34], [0.33, -0.61, 0.84], [-0.29, 0.27, -0.05], [0.32, -0.07, 0.01], [-0.02, -0.09, 0.11], [0.11, 0.03, -0.12], [-0.27, 0.02, 0.08], [0.04, -0.07, 0.06], [0.08, -0.23, 0.46], [-0.01, 0.03, 0.02], [0.00, -0.01, 0.02], [0.01, 0.02, 0.03], [-0.01, -0.01, 0.01], [0.00, -0.01, 0.00], [0.02, 0.01, 0.00], [0.01, -0.03, 0.03], [-0.01, 0.00, -0.01], [-0.02, 0.01, 0.02], [0.01, 0.00, -0.01], [-0.01, 0.01, 0.00], [0.00, 0.00, 0.02], [0.03, -0.01, 0.01], [0.01, 0.01, 0.01], [-0.04, -0.02, -0.01], [0.19, -0.50, -0.35], [-0.10, 0.31, 0.14], [-0.03, -0.02, 0.08], [0.03, 0.39, -0.12], [0.06, -0.39, -0.33], [-0.14, 0.18, 0.26], [-0.03, -0.11, -0.03], [-0.23, 0.04, 0.41], [0.08, 0.06, -0.08], [0.07, -0.13, 0.28], [-0.07, 0.14, -0.62], [-0.07, 0.08, 0.04], [0.23, -0.47, 0.11], [-0.06, 0.09, -0.67], [0.02, -0.01, -0.02], [-0.01, 0.01, 0.04], [0.01, -0.04, 0.02], [-0.01, 0.02, -0.03], [0.01, -0.01, -0.02], [-0.05, -0.01, 0.00], [0.19, -0.04, 0.14], [0.01, 0.03, 0.00], [0.01, -0.02, -0.03]],
  "mulliken_charge": [-0.6674, -1.1104, 0.6337, -0.8699, -0.8283, -0.6742, 0.2823, 0.7726, 0.6028, -0.7060, -0.7578, -0.9231, -0.0731, 0.5391, 1.2049, -0.6996, -0.8158, -0.9595, 0.9181, -0.9642, 0.4340, 0.4827, -0.0341, 0.4404, 0.5648, 0.5136, 0.5263, 0.5017, 0.5202, 0.5443, 0.5325, 0.5267, 0.5618, 0.4342, 0.4136, -0.1842, 0.0780, -0.2035, -0.9011, -0.3938, 0.4900, 0.9564, -0.9257, 0.6796, -0.7294, -0.4798, 0.0892, -0.8422, -0.6645, 1.2424, 0.5207, 0.6197, 0.5821, 0.5761, 0.5381, 0.7420, -0.2816, 0.3168, 0.3077],
  "e_homo_ha": [-0.753, -0.755],
  "mol_weight_g_mol": 644.3,
  "de_lowest_kcal_mol": 3.1,
  "homo_lumo_gap_ev": [5.32, 6.01],
  "charge": 4,
  "s2": 0.767,
  "multiplicity": 2
}

=====

[2]
{
  "formula": "C6H8N4O2",
  "method": "the ωB97M-V functional and the def2-TZVPD basis",
  "symbols": ["C", "C", "C", "C", "C", "C", "N", "N", "N", "N", "O", "O", "H", "H", "H", "H", "H", "H", "H", "H"],
  "xyz": [[-1.250509, 0.500965, -0.989831], [-2.043724, -0.224263, -0.154124], [-3.623506, 0.328776, 0.042319], [0.678726, 0.631188, 0.600836], [0.582730, -0.682435, -0.011556], [2.022641, 1.315669, 0.585282], [-1.551565, -1.239650, 0.542796], [-0.374843, -1.674257, 0.405957], [0.201933, 0.437762, -0.821463], [1.821680, -1.524236, -0.280860], [-3.773029, 0.809760, 1.134161], [-4.215676, 0.432432, -1.025755], [-1.609464, 0.754363, -1.927754], [-0.080657, 0.971839, 1.360854], [2.280274, 1.937566, 1.447124], [1.866614, 1.839236, -0.301347], [2.824729, 0.533414, 0.430461], [1.632314, -2.529406, 0.027876], [2.590451, -1.156399, 0.250022], [2.020882, -1.462330, -1.314996]],
  "atomic_forces_ev_per_a": [[1.32, -2.32, 1.62], [-1.49, 3.46, -0.97], [1.58, 0.35, -2.28], [-0.49, 0.55, 0.41], [-1.30, -2.49, 1.39], [0.46, -1.71, 0.91], [0.12, -2.93, 1.28], [0.51, 1.09, 0.45], [-0.93, 0.87, -0.11], [-0.54, -0.62, -1.55], [-0.03, -0.11, 2.15], [-0.25, -0.64, -0.32], [-0.49, 1.23, -1.51], [0.65, -0.79, -0.95], [-0.24, -0.21, -0.23], [0.95, 1.57, -1.38], [-0.40, 1.34, 0.23], [-0.15, 1.55, -0.56], [0.70, 0.10, 0.13], [0.02, -0.29, 1.30]],
  "mulliken_charge": [-0.4589, 0.5700, 0.4586, -0.2433, 0.7895, -1.2185, -0.4303, -0.4569, -0.5425, -0.1221, -0.6058, -0.6543, 0.4398, 0.4965, 0.3127, 0.3589, 0.1922, 0.4075, 0.3170, 0.3901],
  "e_homo_ha": -0.282,
  "smiles": "C[C@H]1N2C=C(C(=O)[O-])N=N[C@]12[NH3+]",
  "mol_weight_g_mol": 168.2,
  "de_lowest_kcal_mol": 166.7,
  "homo_lumo_gap_ev": 6.70
}

=====

[3]
{
  "formula": "C5H7Br9Cl4",
  "method": "the ωB97M-V functional and the def2-TZVPD basis",
  "symbols": ["C", "Cl", "Cl", "H", "H", "C", "Cl", "Cl", "H", "H", "C", "Br", "Br", "Br", "H", "C", "Br", "Br", "Br", "H", "C", "Br", "Br", "Br", "H"],
  "xyz": [[0.659402, 1.099604, 8.393620], [-0.001240, 2.286637, 9.565758], [2.067007, 0.343455, 9.172530], [-0.066617, 0.382743, 8.010071], [0.961242, 1.550672, 7.448352], [0.223519, 0.255714, 0.075870], [1.616970, 0.966758, -0.885960], [-0.177753, 1.149468, 1.596598], [-0.639455, 0.328990, -0.585964], [0.480238, -0.784862, 0.274311], [-6.284187, -0.486004, -1.159671], [-5.183627, 0.535812, -2.459430], [-6.950237, 0.851579, 0.150752], [-5.179552, -1.988807, -0.378306], [-7.176375, -0.890015, -1.638075], [0.192588, -6.182885, -1.889911], [0.283550, -8.159888, -1.633951], [-1.088346, -5.810764, -3.332964], [2.023193, -5.356226, -2.072984], [-0.216756, -5.792180, -0.958314], [4.826856, 5.090565, -5.483115], [4.468544, 4.674217, -7.369371], [4.024436, 6.732588, -4.762772], [6.764348, 4.863524, -5.239752], [4.372250, 4.339306, -4.837321]],
  "atomic_forces_ev_per_a": [[0.21, 0.23, -0.28], [-0.17, -0.42, -0.87], [-0.28, -0.24, -0.48], [-0.19, -0.26, 1.10], [0.42, 0.69, 0.54], [0.26, 0.60, -0.47], [-0.87, -0.36, 0.88], [0.46, -0.59, -0.94], [0.15, -0.01, 0.26], [-0.02, 0.36, 0.26], [0.89, 0.65, 0.43], [-0.65, -0.83, 0.52], [0.39, -1.07, -0.43], [-1.10, 1.31, -0.53], [0.48, -0.07, 0.01], [0.36, -0.57, -0.05], [0.17, 1.20, -0.15], [0.91, 0.08, 0.67], [-1.57, -0.68, -0.08], [0.12, -0.02, -0.38], [0.19, -0.39, 0.15], [-0.26, 0.44, 0.89], [0.63, -0.50, -0.67], [-0.69, 0.49, 0.20], [0.13, -0.04, -0.56]],
  "mulliken_charge": [-0.2358, -0.1455, -0.1448, 0.2744, 0.2518, -0.1812, -0.1570, -0.1413, 0.2172, 0.2611, -0.3279, -0.0111, -0.0151, -0.0145, 0.3693, -0.2980, -0.0241, 0.0006, -0.0161, 0.3377, -0.2702, -0.0107, -0.0084, -0.0183, 0.3078],
  "e_homo_ha": -0.381,
  "mol_weight_g_mol": 928.1,
  "de_lowest_kcal_mol": 20.6,
  "homo_lumo_gap_ev": 9.65
}